[1]
Computed, not measured: the ion C6H14NS with charge -1 in a non-equilibrium geometry, with wB97M-V/def2-TZVPD.

Each atom is followed by the atoms it is bonded to, with distances in Å.
Geometry (Å):
1 C 0.814 -0.093 -0.278  N2 1.503, C6 1.533, H9 1.102, H10 1.094
2 N 1.673 -0.018 0.953  C1 1.503, C3 1.482, H11 1.025
3 C 1.003 -0.627 2.126  N2 1.482, C4 1.522, H12 1.108, H13 1.108
4 C -0.402 -0.347 2.642  C3 1.522, S5 1.887, H14 1.081, H15 1.102
5 S -1.075 -1.851 3.562  C4 1.887
6 C -0.328 0.888 -0.569  C1 1.533, C8 1.537, H16 1.098, H17 1.097
7 C -0.895 -0.332 -2.787  C8 1.540, H18 1.089, H19 1.081, H20 1.102
8 C -0.483 0.982 -2.096  C6 1.537, C7 1.540, H21 1.107, H22 1.089
9 H 1.580 -0.126 -1.070  C1 1.102
10 H 0.390 -1.098 -0.184  C1 1.094
11 H 1.709 0.967 1.233  N2 1.025
12 H 1.153 -1.714 1.971  C3 1.108
13 H 1.669 -0.386 2.978  C3 1.108
14 H -0.474 0.520 3.284  C4 1.081
15 H -1.094 -0.301 1.785  C4 1.102
16 H -1.265 0.480 -0.170  C6 1.098
17 H -0.268 1.856 -0.057  C6 1.097
18 H 0.025 -0.861 -3.030  C7 1.089
19 H -1.707 -0.276 -3.498  C7 1.081
20 H -1.283 -0.965 -1.972  C7 1.102
21 H -1.131 1.864 -2.262  C8 1.107
22 H 0.389 1.438 -2.562  C8 1.089

Properties
- DFT total energy: -18774.0252 eV
- Total charge: -1
- Energy above the lowest of the compared OMol25 structures with the same formula, charge and spin: 1.160 eV
- 2S+1: 1

List of Mulliken charges in e, atom by atom: C -0.6507; N -0.4188; C -0.7929; C -0.1984; S -0.7029; C -0.6228; C -1.0190; C -0.7016; H 0.3094; H 0.3024; H 0.2848; H 0.3661; H 0.3512; H 0.2713; H -0.1470; H 0.2689; H 0.4240; H 0.2768; H 0.3305; H 0.2929; H 0.3736; H 0.4020


[2]
Computed, not measured: a cluster of 2 separate species, C12H28N4O4 in total in a non-equilibrium geometry, with wB97M-V/def2-TZVPD.

Each atom is followed by the atoms it is bonded to, with distances in Å.
Geometry (Å):
1 C 1.497 -2.087 0.429  C2 1.535, H17 1.087, H18 1.091, H19 1.084
2 C 2.304 -1.359 -0.655  C1 1.535, C3 1.524, H20 1.092, H21 1.085
3 C 2.306 0.128 -0.322  C2 1.524, N4 1.458, H22 1.094, H23 1.091
4 N 3.012 0.967 -1.283  C3 1.458, C5 1.459, C13 1.397
5 C 3.034 2.396 -0.987  N4 1.459, C6 1.527, H24 1.091, H25 1.089
6 C 1.744 3.031 -0.473  C5 1.527, C7 1.522, H26 1.092, H27 1.091
7 C 0.506 2.848 -1.339  C6 1.522, C8 1.528, H28 1.089, H29 1.090
8 C -0.766 3.241 -0.590  C7 1.528, N9 1.461, H30 1.094, H31 1.090
9 N -1.958 2.874 -1.351  C8 1.461, C10 1.443, H32 1.013
10 C -2.383 1.496 -1.314  N9 1.443, N11 1.265, N12 1.431
11 N -3.110 1.014 -2.230  C10 1.265, H33 1.017
12 N -2.013 0.645 -0.225  C10 1.431, H34 1.013, H35 1.015
13 C 2.832 0.656 -2.633  N4 1.397, O14 1.209, O15 1.377
14 O 2.069 1.141 -3.435  C13 1.209
15 O 3.731 -0.338 -2.949  C13 1.377, O16 1.415
16 O 3.548 -0.809 -4.271  O15 1.415, H36 0.967
17 H 1.736 -1.720 1.423  C1 1.087
18 H 0.441 -1.865 0.268  C1 1.091
19 H 1.599 -3.165 0.359  C1 1.084
20 H 1.770 -1.519 -1.593  C2 1.092
21 H 3.316 -1.742 -0.725  C2 1.085
22 H 1.261 0.425 -0.190  C3 1.094
23 H 2.813 0.238 0.638  C3 1.091
24 H 3.816 2.583 -0.250  C5 1.091
25 H 3.349 2.919 -1.889  C5 1.089
26 H 1.542 2.678 0.540  C6 1.092
27 H 1.920 4.104 -0.381  C6 1.091
28 H 0.577 3.454 -2.241  C7 1.089
29 H 0.385 1.824 -1.694  C7 1.090
30 H -0.732 2.825 0.421  C8 1.094
31 H -0.776 4.326 -0.485  C8 1.090
32 H -2.741 3.419 -1.011  N9 1.013
33 H -3.233 1.708 -2.963  N11 1.017
34 H -2.111 1.143 0.652  N12 1.013
35 H -1.026 0.420 -0.304  N12 1.015
36 H 2.722 -1.310 -4.236  O16 0.967
37 C -2.320 -3.948 3.970  C38 1.521, H41 1.093, H42 1.090, H43 1.091
38 C -2.371 -2.653 3.174  C37 1.521, C39 1.521, O40 1.426, H44 1.091
39 C -3.775 -2.355 2.669  C38 1.521, H45 1.093, H46 1.090, H47 1.091
40 O -1.455 -2.698 2.082  C38 1.426, H48 0.962
41 H -2.617 -4.791 3.340  C37 1.093
42 H -1.307 -4.141 4.323  C37 1.090
43 H -2.989 -3.912 4.831  C37 1.091
44 H -2.030 -1.829 3.803  C38 1.091
45 H -4.114 -3.151 2.001  C39 1.093
46 H -3.787 -1.425 2.101  C39 1.090
47 H -4.485 -2.275 3.494  C39 1.091
48 H -1.731 -3.412 1.500  O40 0.962

Properties
- DFT total energy: -27045.5589 eV
- Energy above the lowest of the compared OMol25 structures with the same formula, charge and spin: 5.071 eV
- 2S+1: 1

List of Mulliken charges in e, atom by atom: C -1.2577; C -0.3400; C -0.2103; N 0.2752; C -1.2314; C -0.6536; C -0.1093; C -0.9548; N -0.3913; C 0.5772; N -0.7252; N -0.4902; C 0.4005; O -0.5052; O -0.1305; O -0.3495; H 0.3232; H 0.2103; H 0.4671; H 0.2948; H 0.3027; H -0.1159; H 0.3589; H 0.3607; H 0.4973; H 0.3594; H 0.4638; H 0.3264; H 0.2398; H 0.2741; H 0.4485; H 0.2490; H 0.2903; H 0.2966; H 0.1272; H 0.3384; C -1.3233; C 0.4080; C -1.2081; O -0.4637; H 0.3529; H 0.3141; H 0.3840; H 0.2232; H 0.3462; H 0.2523; H 0.3825; H 0.3155


Number 2 is which compound?
C12H28N4O4


The lowest energy above the lowest of the compared OMol25 structures with the same formula, charge and spin belongs to which entry?
C6H14NS


Number 1 is which compound?
C6H14NS